No. 1
Entry from the Open Molecules 2025 dataset: C32H30CdN5SSe as an isolated structure (ωB97M-V with the def2-TZVPD basis set).

Summary:
HOMO = -4.68 eV
charge = -1
multiplicity = 1
calculated total energy = -4478.5544 hartree
orbital gap = 6.802 eV

Last column: natural (NBO) charge in e.
Cartesian coordinates (Å):
N (2.40316, -3.38904, 0.24656)  -0.4747
C (-0.13900, 1.09421, 0.11803)  -0.5087
H (1.49730, 3.22657, 3.78570)  0.1979
Cd (1.29044, -0.25136, 1.10315)  1.5130
C (-2.60398, 1.38074, -0.28252)  -0.2256
H (-3.71634, -3.65404, 5.11880)  0.1760
C (1.81443, -0.91801, -2.31565)  0.1552
C (1.63523, 1.03604, 3.69979)  -0.2977
C (-3.86600, -0.21194, -1.57534)  -0.2419
H (1.22766, 2.58495, 0.61410)  0.2128
C (3.15284, -3.50051, 1.39362)  0.2794
C (0.16102, 4.79713, -0.27173)  -0.1494
H (-1.11380, 2.43495, -2.31914)  0.2222
H (4.27837, 0.65137, 1.67308)  0.2232
C (2.51608, 0.15888, 2.97612)  -0.6356
N (2.27744, 0.12086, -1.61889)  -0.4200
C (-1.42293, 0.65439, -0.47220)  0.0063
H (2.76645, -0.84525, 3.29761)  0.2523
S (4.52814, -2.62784, 1.69623)  -0.2306
H (0.95497, -3.35639, -3.25150)  0.2212
H (0.74519, 4.89083, 0.63746)  0.2050
C (-2.30826, -3.45161, 3.51342)  -0.2967
C (3.44192, 1.00927, 2.25683)  -0.3255
H (-2.74126, -1.88561, -2.31536)  0.2049
C (1.98811, 2.33934, 3.40903)  -0.3112
H (0.96484, -1.61923, -4.17082)  0.2111
H (-5.38317, -2.34343, 1.60844)  0.1783
N (2.67150, -4.46858, 2.20828)  -0.8134
C (-1.30009, 4.54908, -2.60301)  -0.2201
H (1.75473, 2.57521, -3.84529)  0.2234
H (1.80808, -4.32739, -2.05278)  0.2288
C (0.33284, 2.34828, 0.04386)  -0.3080
H (1.66008, -4.60118, 2.20058)  0.4199
C (-3.57290, -3.38809, 4.07533)  0.0242
H (0.90363, 0.62996, -5.17581)  0.2120
C (1.33072, -0.77261, -3.61010)  -0.2434
C (1.78006, 1.56731, -3.45393)  -0.2502
H (-1.46082, -3.77086, 4.10589)  0.2141
H (-4.80551, -0.54890, -1.99624)  0.2025
H (-4.70631, 1.53487, -0.65086)  0.2037
H (3.59583, 3.19989, 2.11366)  0.1965
Se (-0.41876, -3.14982, 1.34309)  -0.5671
C (-3.80815, 0.95167, -0.81740)  -0.2197
C (-0.25713, 5.93424, -0.94878)  -0.2374
H (0.85582, 0.71470, 4.37524)  0.2095
C (-0.16517, 3.51668, -0.72685)  -0.0807
H (-2.56866, 2.29220, 0.30212)  0.2130
H (-0.00232, 6.91520, -0.56584)  0.2029
C (-0.99863, 5.81593, -2.11673)  -0.2375
N (2.40422, -2.23977, -0.47453)  -0.2282
H (-1.33757, 6.69984, -2.64301)  0.2018
H (-0.63308, -1.16612, -1.26712)  0.2119
C (1.82222, -2.23909, -1.61102)  0.2258
C (2.26997, 1.32068, -2.17738)  0.0722
C (3.10325, 2.32551, 2.51878)  -0.3253
H (-1.86202, 4.44342, -3.52381)  0.2033
H (0.22489, -3.64684, -1.66129)  0.2683
C (1.16444, -3.45533, -2.19180)  -0.7093
H (2.65860, 2.12960, -1.56788)  0.2073
N (-4.67045, -3.00591, 3.41846)  -0.4604
C (-2.70896, -0.95925, -1.75286)  -0.2268
C (-1.51339, -0.54180, -1.18474)  -0.2269
H (-3.20226, -2.39351, 0.44821)  0.2261
C (-2.12815, -3.09408, 2.17520)  -0.1214
C (1.30354, 0.49227, -4.17905)  -0.1695
C (-3.27238, -2.69325, 1.48436)  -0.2957
C (-0.88572, 3.41490, -1.92095)  -0.2045
H (3.12291, -4.51196, 3.10653)  0.4042
C (-4.49223, -2.66482, 2.13995)  0.0285
H (1.65450, -4.05760, 0.10466)  0.4048

---

No. 2
Entry from the Open Molecules 2025 dataset: one molecule with the formula C4H9NO (ωB97M-V with the def2-TZVPD basis set).

Summary:
HOMO = -9.39 eV
charge = 0
multiplicity = 1
calculated total energy = -287.7324 hartree
SMILES = CC(C)NC=O
orbital gap = 10.270 eV

Last column: natural (NBO) charge in e.
Cartesian coordinates (Å):
C (-0.87375, 1.41735, 1.08123)  0.5247
O (-1.65485, 2.04100, 0.40702)  -0.5199
H (-0.45056, 1.81932, 2.02180)  0.1324
H (1.94282, 1.03946, -0.79736)  0.2023
N (-0.55065, 0.03489, 0.85402)  -0.7305
H (0.38559, -2.31795, -0.13650)  0.2092
H (0.32833, -1.88946, -1.85820)  0.2217
H (1.86486, -0.20729, 0.51632)  0.2211
H (-1.16060, -1.96193, -0.92113)  0.2150
H (0.78253, 1.53278, 0.38630)  0.1816
H (-1.26415, -0.58379, 1.18159)  0.3861
C (1.29503, 0.52764, -0.10709)  -0.5542
H (-0.53575, 0.40023, -1.26228)  0.1890
C (-0.09943, -1.66869, -0.87383)  -0.6180
C (-0.00941, -0.18355, -0.49189)  -0.0604

---

No. 3
Entry from the Open Molecules 2025 dataset: C24H19CoN5O5S as an isolated structure (ωB97M-V with the def2-TZVPD basis set).

Summary:
HOMO (alpha / beta) = -3.00 / -5.56 eV
⟨S²⟩ = 6.0882
charge = -1
multiplicity = 5
calculated total energy = -3356.9605 hartree
orbital gap (alpha / beta) = 4.150 / 5.854 eV

Last column: Löwdin spin population.
Cartesian coordinates (Å):
H (-0.64015, -4.06410, 0.10539)  0.0064
H (-5.38890, -0.52733, 2.11397)  0.0069
O (-0.77181, 1.68238, -3.38511)  0.0511
H (-0.42081, 0.86443, 2.14831)  -0.0003
C (1.10534, 0.69288, -2.32572)  0.0026
H (2.39708, -6.55871, 1.81339)  0.0097
O (3.74868, 0.02069, 7.10951)  0.0005
C (0.32265, -4.18919, 0.58291)  0.1568
C (1.51872, 0.67548, 2.63986)  0.0015
C (1.39368, -0.41306, 3.50372)  0.0061
C (-4.07691, 0.12948, 0.55254)  0.0272
H (4.14391, 1.09503, -3.76559)  -0.0002
C (2.72072, -0.43011, -1.10912)  0.0020
H (-4.79381, 0.72473, 0.00512)  -0.0010
C (2.05580, 1.10877, -3.26039)  0.0046
H (3.76510, -4.54950, 2.29282)  -0.0033
H (4.73901, -0.29048, -1.76792)  0.0006
H (-1.34850, -1.93851, 2.23275)  0.0009
N (0.48740, 0.96050, 1.70872)  0.0606
H (2.78357, 2.30243, 2.03322)  0.0003
C (0.80367, -5.43004, 0.91240)  -0.0053
C (2.03812, -5.57798, 1.53725)  0.1636
C (-4.39477, -0.55288, 1.69903)  0.1217
N (-0.97700, 0.62714, -1.30797)  0.0067
C (-2.13391, -1.34993, 1.77516)  0.0314
C (2.33516, -3.19284, 1.52415)  0.1557
C (3.44378, 0.18113, 4.56359)  0.0045
C (3.60265, 1.23769, 3.69835)  -0.0002
H (1.70300, 1.69069, -4.09834)  0.0004
C (-2.76882, 0.08112, 0.05789)  0.1805
Co (-0.08507, -0.49821, -0.16231)  1.4447
S (4.62521, 0.03163, 5.94536)  0.0000
C (2.79754, -4.44799, 1.82545)  -0.0082
C (2.36225, -0.66593, 4.46093)  0.0003
H (0.20994, -6.30622, 0.68176)  -0.0032
O (5.31060, -1.22398, 5.68207)  0.0004
O (-3.06836, 1.58195, -1.75509)  0.1677
C (1.07709, -3.01292, 0.87668)  0.1044
H (-3.57317, -1.79828, 3.27891)  0.0071
N (-1.80504, -0.68877, 0.66056)  0.1811
C (-2.32786, 0.85296, -1.10609)  0.0943
H (4.46988, 1.86609, 3.82371)  -0.0001
N (1.43950, -0.09102, -1.26081)  0.0092
C (3.71644, -0.01024, -1.96318)  0.0064
H (2.95260, -1.05686, -0.25990)  0.0020
N (0.63433, -1.82721, 0.58946)  0.8622
C (3.37536, 0.77177, -3.08002)  -0.0008
H (0.58568, 1.88683, 1.30613)  0.0000
H (0.53105, -1.05580, 3.41111)  0.0012
O (5.45454, 1.22177, 5.82886)  0.0000
C (-3.38181, -1.29027, 2.34637)  0.1106
H (2.90843, -2.31656, 1.78745)  0.0065
H (2.27479, -1.50629, 5.13326)  -0.0001
C (-0.31040, 1.07833, -2.42524)  0.0176
C (2.65492, 1.47483, 2.71598)  0.0046

---

No. 4
Entry from the Open Molecules 2025 dataset: C37H32LiN3OP2Se as an isolated structure (ωB97M-V with the def2-TZVPD basis set).

Summary:
HOMO = 1.16 eV
charge = -2
multiplicity = 1
calculated total energy = -4760.3739 hartree
orbital gap = 2.806 eV

Last column: Löwdin charge in e.
Cartesian coordinates (Å):
H (-1.17152, -4.96547, 2.55771)  0.0972
N (-0.04184, 1.21045, 0.04972)  -0.0919
C (1.06888, 0.90459, 8.81362)  -0.1062
H (5.74542, 0.71503, -0.12276)  0.0878
C (-3.50748, 2.76373, 2.26674)  -0.0919
C (-4.83064, 0.06750, 4.78625)  -0.0922
C (0.29944, -3.41027, 2.68336)  -0.1161
H (-3.40679, -1.53307, 4.54006)  0.0893
C (0.79082, 0.53650, 7.49827)  -0.1036
C (-1.78460, -1.65356, 2.18000)  -0.1450
C (0.53796, -2.05186, 2.58602)  -0.1798
H (-4.06722, 3.16390, 5.92618)  0.0981
C (-0.98770, -3.89976, 2.52803)  -0.1122
N (-1.97093, -0.52006, -0.71648)  0.0693
C (3.04161, -1.29776, 0.07561)  -0.1673
C (-3.56135, -0.50573, 4.85337)  -0.1126
C (1.22063, 1.90305, -0.02924)  -0.2298
C (-2.20609, 0.78107, -0.85324)  -0.2084
H (-2.65713, -2.44092, -0.84101)  0.0565
C (0.26993, 0.44919, 4.42773)  -0.5160
C (0.14635, 0.66437, 9.81879)  -0.1222
H (-5.66821, -0.51626, 4.42197)  0.0958
H (3.91074, 2.40254, -0.14291)  0.1007
C (-2.46978, 0.23014, 5.30233)  -0.3828
C (-4.50249, 0.38101, -1.33882)  -0.0925
H (-1.38152, 5.14685, 3.37205)  0.0905
H (0.35910, 0.95615, 10.84043)  0.0876
H (2.68499, -2.33237, 0.07720)  0.0102
N (2.06690, -0.38167, 0.10819)  0.0557
H (1.26458, 0.00615, 4.54054)  0.0208
C (2.37083, 0.90969, 0.00998)  -0.2773
H (-1.78420, -0.16471, 10.27732)  0.0919
O (-1.01183, 2.75282, -1.39607)  -0.0378
H (1.52486, 0.73197, 6.72634)  0.0870
H (1.28002, 2.49178, -0.94979)  0.1132
H (1.55466, -1.68122, 2.67006)  0.0950
H (-6.00126, 1.83401, 5.12563)  0.0928
C (-1.74836, 4.17376, 3.06516)  -0.1004
C (-1.29674, 1.82107, 2.61091)  -0.3472
H (1.35223, 2.61558, 0.80053)  0.0972
C (-2.02417, -3.01882, 2.27188)  -0.1034
C (-3.46288, 1.27992, -1.18281)  -0.0351
C (-2.63168, 1.68379, 2.23328)  -0.0878
C (-1.32658, -0.32720, 8.19102)  -0.1128
H (-3.01478, 0.73223, 1.89172)  0.0823
H (-3.58424, 2.34918, -1.29650)  0.1071
H (-5.03499, -1.71796, -1.34774)  0.0881
H (2.01041, 1.38868, 9.04654)  0.0925
Se (0.30388, -3.36391, -1.02219)  -0.8121
Li (-0.00757, -1.17700, -0.08614)  0.2215
H (0.15803, 3.23606, 3.31199)  0.0938
C (-1.05568, 0.03752, 9.50023)  -0.1066
C (-3.07459, 4.01483, 2.68067)  -0.1115
C (-5.01711, 1.38276, 5.18100)  -0.1087
C (-0.87989, 3.09200, 3.02608)  -0.1291
C (4.38068, -0.94797, -0.00366)  -0.0840
H (-2.61946, -1.00374, 1.96347)  0.0729
H (-2.26850, -0.81154, 7.95510)  0.1013
C (-2.96124, -1.39480, -0.91367)  -0.1559
C (-3.93162, 2.12941, 5.63347)  -0.0959
H (-4.53502, 2.61841, 1.95184)  0.1025
C (-2.67220, 1.55611, 5.69095)  -0.0973
C (-0.41707, -0.06842, 7.15732)  -0.3788
P (0.09947, 0.60874, 2.46095)  1.1081
H (-1.83116, 2.14696, 6.03769)  0.1099
C (-0.49929, -1.14276, 2.34320)  -0.4360
H (-3.75745, 4.85609, 2.69225)  0.0891
H (0.31035, 1.46002, 4.84500)  0.0207
H (1.12619, -4.09130, 2.83113)  0.1003
C (4.70809, 0.40056, -0.06649)  -0.1066
H (-3.02777, -3.39234, 2.10649)  0.1015
H (-5.50114, 0.73237, -1.57519)  0.0885
P (-0.83015, -0.61758, 5.42912)  1.0417
H (5.14245, -1.71705, -0.03493)  0.0887
C (-4.24943, -0.98426, -1.21080)  -0.0787
C (3.69422, 1.34174, -0.07103)  -0.0534
C (-0.99879, 1.69849, -0.72851)  -0.5200